No. 1
Formula: C3H7NO2
Source: the Open Molecules 2025 dataset
Level of theory: wB97M-V/def2-TZVPD

XYZ file:
```
13
Properties=species:S:1:pos:R:3:forces:R:3:lowdin_charge:R:1
O 1.845 0.009 0.080 -0.2 -0.6 0.1 0.02
C 1.567 -1.144 0.354 0.1 0.3 0.0 -0.27
C 0.195 -1.654 0.655 -0.1 0.1 -0.1 -0.05
N -1.571 0.855 -0.395 0.0 0.4 -0.1 0.08
C -1.002 1.941 -0.730 -0.3 0.0 0.0 -0.37
O 0.308 2.137 -0.685 0.0 -0.1 0.1 0.03
H 0.757 1.323 -0.353 0.0 0.1 0.0 0.06
H 0.071 -2.662 0.245 0.0 0.1 0.1 0.08
H 2.391 -1.881 0.403 0.0 0.0 0.0 0.12
H 0.094 -1.733 1.746 0.1 0.0 -0.1 0.09
H -0.568 -0.964 0.279 0.2 -0.2 0.1 0.04
H -2.578 0.935 -0.506 0.1 0.0 0.0 0.05
H -1.510 2.838 -1.094 0.0 -0.1 0.0 0.12
```
Positions in Å, forces in eV/Å.

Values from the calculation:
Molar mass ... 89.09 Da
E_tot ... -8809.134 eV
SMILES ... [H]/N=C/O.CC=O
Spin multiplicity ... 1
E_LUMO ... 1.0081 eV
Energy above the lowest of the compared OMol25 structures with the same formula, charge and spin ... 1.3952 eV

=====

No. 2
Formula: C3H7NO2
Source: the Open Molecules 2025 dataset
Level of theory: wB97M-V/def2-TZVPD

XYZ file:
```
13
Properties=species:S:1:pos:R:3:forces:R:3:lowdin_charge:R:1
C -1.493 0.631 0.262 1.1 1.3 0.3 -0.32
C -1.567 -0.795 -0.307 0.1 3.8 -1.6 -0.06
C 1.784 0.459 0.366 -1.9 -0.1 2.5 -0.05
N 1.271 -1.177 -1.219 -2.3 -1.5 -1.4 0.08
O -1.176 0.952 1.395 -0.6 -0.9 -0.6 -0.02
O 2.080 -0.511 -0.623 4.0 0.6 0.4 -0.23
H -1.509 1.551 -0.439 -0.6 -1.4 0.1 0.13
H -0.732 -0.743 -1.066 -1.4 -0.4 0.2 0.05
H -1.233 -1.451 0.406 0.3 -1.8 1.9 0.04
H -2.581 -0.928 -0.686 0.3 -0.4 -0.2 0.08
H 1.456 1.361 -0.153 -0.2 0.0 0.3 0.10
H 2.692 0.633 0.947 0.0 0.0 -0.4 0.09
H 1.008 0.019 1.115 1.1 1.0 -1.5 0.11
```
Positions in Å, forces in eV/Å.

Values from the calculation:
Molar mass ... 89.09 Da
E_tot ... -8803.869 eV
Spin multiplicity ... 1
E_LUMO (spin up / spin down) ... 0.2523 / 0.2923 eV
Energy above the lowest of the compared OMol25 structures with the same formula, charge and spin ... 6.6601 eV

=====

No. 3
Formula: C3H7NO2
Source: the Open Molecules 2025 dataset
Level of theory: wB97M-V/def2-TZVPD

XYZ file:
```
13
Properties=species:S:1:pos:R:3:forces:R:3:lowdin_charge:R:1
N -0.151 -0.330 -1.788 0.2 -0.6 0.1 0.16
C 0.074 -1.443 -1.329 0.0 -0.7 -0.3 -0.39
O 0.290 -2.492 -0.873 -0.2 0.7 -0.3 0.17
C 0.890 -0.557 1.128 0.2 0.2 0.4 -0.12
C 0.477 0.672 1.413 0.3 -0.2 0.3 -0.09
O -1.264 1.798 -0.261 -0.4 0.1 -0.2 -0.10
H -0.741 1.161 -0.776 -0.1 0.2 0.1 -0.03
H -0.395 -0.293 -2.767 0.0 0.1 -0.2 0.11
H 1.779 -0.724 0.526 -0.1 0.0 0.1 0.06
H 0.376 -1.440 1.496 0.1 0.1 0.0 0.06
H -0.382 0.855 2.051 0.1 0.0 -0.1 0.06
H 0.981 1.553 1.030 0.0 -0.1 0.1 0.06
H -1.933 1.240 0.151 0.0 0.2 0.0 0.04
```
Positions in Å, forces in eV/Å.

Values from the calculation:
Molar mass ... 89.09 Da
E_tot ... -8808.464 eV
SMILES ... N=C=O.C=C.O
Spin multiplicity ... 1
E_LUMO ... 0.5197 eV
Energy above the lowest of the compared OMol25 structures with the same formula, charge and spin ... 2.0644 eV

=====

No. 4
Formula: C3H7NO2
Source: the Open Molecules 2025 dataset
Level of theory: wB97M-V/def2-TZVPD

XYZ file:
```
13
Properties=species:S:1:pos:R:3:forces:R:3:lowdin_charge:R:1
C -0.825 1.526 0.036 0.0 0.0 0.2 -0.01
C -0.338 0.107 -0.051 -0.7 0.1 0.1 -0.52
N -1.223 -0.840 -0.114 0.2 0.4 0.2 0.03
O -0.545 -2.058 -0.451 0.0 -0.2 0.0 -0.10
C 1.365 -0.057 0.850 0.3 -0.2 0.0 0.05
O 0.917 -0.116 -0.697 0.4 -0.3 -0.2 -0.02
H -1.861 1.502 0.391 0.2 -0.1 -0.1 0.09
H -0.225 2.089 0.750 0.0 0.0 -0.1 0.08
H -0.817 2.033 -0.936 0.1 -0.3 0.1 0.09
H -1.270 -2.650 -0.680 0.2 0.1 0.0 0.10
H 1.709 -1.077 1.071 -0.2 0.2 -0.2 0.05
H 2.241 0.610 0.795 -0.4 0.0 0.1 0.05
H 0.871 -1.068 -0.964 -0.1 0.2 -0.1 0.14
```
Positions in Å, forces in eV/Å.

Values from the calculation:
Molar mass ... 89.09 Da
E_tot ... -8803.719 eV
Spin multiplicity ... 1
E_LUMO ... 0.6729 eV
Energy above the lowest of the compared OMol25 structures with the same formula, charge and spin ... 6.8096 eV

=====

No. 5
Formula: C3H7NO2
Source: the Open Molecules 2025 dataset
Level of theory: wB97M-V/def2-TZVPD

XYZ file:
```
13
Properties=species:S:1:pos:R:3:forces:R:3:lowdin_charge:R:1
O 1.078 -1.820 -0.692 -0.1 0.3 1.0 0.08
C 0.898 -0.652 -0.911 0.5 0.1 -2.7 -0.24
C 0.432 0.519 -0.133 -1.6 1.1 3.5 -0.35
C -0.058 0.070 1.308 0.4 -1.9 -1.2 -0.18
O -1.023 -0.984 1.185 -0.8 0.9 0.6 -0.08
N -0.696 1.087 -0.837 0.5 0.4 0.4 0.05
H 0.920 -0.319 -1.990 0.3 -0.3 0.2 0.13
H 1.152 1.321 0.106 0.5 -0.6 -0.7 0.15
H 0.837 -0.383 1.754 0.0 0.4 0.4 0.12
H -0.552 0.775 1.986 0.5 0.4 -0.6 0.13
H -0.815 -1.573 0.470 0.5 -0.5 -0.4 0.05
H -1.567 0.820 -0.409 -0.2 -0.2 -0.7 0.08
H -0.604 1.138 -1.837 -0.5 -0.1 0.0 0.07
```
Positions in Å, forces in eV/Å.

Values from the calculation:
Molar mass ... 89.09 Da
E_tot ... -8808.219 eV
SMILES ... N[C@H](C=O)CO
Spin multiplicity ... 1
E_LUMO ... 0.7966 eV
Energy above the lowest of the compared OMol25 structures with the same formula, charge and spin ... 2.3102 eV

=====

No. 6
Formula: C3H7NO2
Source: the Open Molecules 2025 dataset
Level of theory: wB97M-V/def2-TZVPD

XYZ file:
```
13
Properties=species:S:1:pos:R:3:forces:R:3:lowdin_charge:R:1
N -1.434 -0.976 -0.653 0.0 -0.1 -0.2 0.16
C -0.791 0.129 -1.135 0.0 0.0 0.0 -0.55
O -0.729 0.392 -2.323 0.0 -0.1 0.4 0.04
C -0.173 0.995 -0.046 0.0 0.1 0.0 -0.10
C 1.127 0.425 0.530 0.1 0.3 -0.2 -0.25
O 0.971 -0.869 1.093 0.0 -0.1 0.0 -0.07
H -1.312 -1.258 0.306 0.0 0.1 -0.1 0.09
H -1.806 -1.640 -1.315 0.1 0.1 0.1 0.11
H -0.894 1.125 0.770 0.1 0.0 -0.1 0.12
H 0.047 1.968 -0.489 -0.1 -0.1 0.1 0.12
H 1.899 0.422 -0.248 -0.1 0.0 0.1 0.12
H 1.475 1.085 1.333 -0.1 -0.1 -0.1 0.12
H 1.143 -1.516 0.400 0.0 0.0 0.1 0.09
```
Positions in Å, forces in eV/Å.

Values from the calculation:
Molar mass ... 89.09 Da
E_tot ... -8809.964 eV
SMILES ... NC(=O)CCO
Spin multiplicity ... 1
E_LUMO ... 0.7487 eV
Energy above the lowest of the compared OMol25 structures with the same formula, charge and spin ... 0.5644 eV

=====

Max |F|, record by record: 0.62; 4.10; 0.79; 0.72; 4.00; 0.41 eV/Å